{
  "formula": "C12H17NOS",
  "method": "ωB97M-V/def2-TZVPD",
  "e_lumo_ha": [-0.0189, 0.0027],
  "de_lowest_kj_mol": 816.5,
  "mol_weight_g_mol": 223.34,
  "total_charge": 0,
  "e_tot_ev": -27085.6224,
  "gap_ev": [8.1, 8.1],
  "symbols": ["C", "C", "C", "C", "C", "C", "C", "C", "C", "C", "C", "C", "N", "O", "S", "H", "H", "H", "H", "H", "H", "H", "H", "H", "H", "H", "H", "H", "H", "H", "H", "H"],
  "positions_angstrom": [[2.00559, 0.06739, -1.22722], [2.46386, 0.55605, 1.09854], [0.64973, 0.20213, -0.91452], [1.10447, 0.66463, 1.38788], [2.91733, 0.27849, -0.20334], [0.19731, 0.46567, 0.37293], [-1.57891, 2.14668, -0.24059], [-2.14291, 2.31053, -1.67552], [-2.59653, 3.13428, -0.43020], [4.42990, 0.18269, -0.36229], [-2.36346, -2.95035, -0.33417], [-0.81793, -2.69688, 1.43304], [-1.16380, -2.36092, 0.06776], [-1.82232, 1.16144, 2.13926], [-1.60789, 0.73045, 0.76595], [2.26399, -0.18332, -2.25437], [3.11268, 0.74025, 1.83317], [0.01265, 0.21299, -1.78812], [0.92238, 0.76675, 2.45265], [-1.42670, 2.88031, -2.32410], [-2.81220, 1.56760, -2.07274], [-3.67174, 3.12201, -0.15564], [-2.29218, 4.20961, -0.33390], [4.69144, 0.25530, -1.43818], [4.93741, 0.95162, 0.18731], [4.82161, -0.72651, 0.18664], [-2.43445, -4.07444, 0.01763], [-3.19440, -2.40619, 0.22892], [-2.45812, -2.94613, -1.42003], [-0.41144, -3.71423, 1.37996], [-0.03446, -2.03218, 1.57184], [-1.70094, -2.51571, 2.05144]]
}

{
  "formula": "C2H3FO2",
  "method": "ωB97M-V/def2-TZVPD",
  "e_lumo_ha": 0.0234,
  "de_lowest_kj_mol": 468.3,
  "mol_weight_g_mol": 78.04,
  "total_charge": 0,
  "e_tot_ev": -8930.1419,
  "smiles": "FC1=CO1.O",
  "gap_ev": 9.0,
  "symbols": ["F", "C", "C", "O", "H", "O", "H", "H"],
  "positions_angstrom": [[1.27126, -1.04554, -0.97914], [1.24220, 0.15775, -0.47211], [0.71406, 1.20904, 0.00235], [2.15687, 1.13249, -0.56712], [0.27453, 1.75218, 0.79563], [-1.63961, -0.90010, 0.50596], [-1.62980, -1.32670, -0.36342], [-2.38951, -0.97911, 1.07786]]
}

{
  "formula": "C14H46N3O7",
  "method": "ωB97M-V/def2-TZVPD",
  "e_lumo_ha": -0.1350,
  "de_lowest_kj_mol": 0.0,
  "mol_weight_g_mol": 368.54,
  "total_charge": 1,
  "e_tot_ev": -34057.2460,
  "gap_ev": 7.8,
  "symbols": ["O", "H", "H", "H", "O", "H", "H", "H", "C", "C", "O", "H", "H", "H", "H", "H", "C", "C", "C", "O", "C", "N", "H", "H", "H", "H", "H", "H", "H", "H", "H", "H", "H", "C", "C", "C", "O", "C", "N", "H", "H", "H", "H", "H", "H", "H", "H", "H", "H", "H", "C", "C", "C", "O", "C", "N", "H", "H", "H", "H", "H", "H", "H", "H", "H", "H", "H", "O", "H", "H"],
  "positions_angstrom": [[-19.68194, -10.34712, 4.03422], [-19.54633, -11.13461, 4.66615], [-18.84196, -9.79164, 4.00545], [-19.89544, -10.65380, 3.09796], [-16.32444, -9.80682, 1.54731], [-16.41611, -10.76411, 1.71337], [-15.40475, -9.57357, 1.78720], [-16.94428, -9.31065, 2.18132], [-16.27298, -8.90132, 5.74783], [-17.02575, -8.01402, 4.77484], [-17.58291, -8.67449, 3.66822], [-15.47129, -9.46625, 5.26938], [-16.97993, -9.58351, 6.22855], [-15.84076, -8.31936, 6.56362], [-16.40905, -7.14979, 4.49481], [-17.79964, -7.47061, 5.33383], [-19.28042, -4.96484, 4.22491], [-20.72284, -5.48304, 4.44284], [-21.46700, -5.67188, 3.12984], [-21.80870, -4.42403, 2.57202], [-22.18909, -4.51611, 1.23454], [-20.66190, -6.77342, 5.17560], [-18.86207, -5.80272, 3.65920], [-18.71158, -4.91002, 5.15197], [-19.30733, -4.01956, 3.68676], [-21.24262, -4.63098, 4.89050], [-22.33615, -6.32200, 3.26047], [-20.77884, -6.21288, 2.47152], [-23.22313, -4.81364, 1.03491], [-21.57786, -5.20550, 0.63619], [-22.02314, -3.59368, 0.67405], [-20.34053, -6.49820, 6.09980], [-19.88140, -7.30016, 4.79205], [-20.04690, -11.36297, 7.40526], [-20.24076, -12.61050, 6.53052], [-21.63272, -12.75463, 5.92806], [-21.93994, -11.52648, 5.29202], [-23.26769, -11.43636, 4.83007], [-19.20506, -12.60292, 5.44844], [-20.13485, -10.45533, 6.79885], [-19.02882, -11.26237, 7.78065], [-20.85768, -11.28646, 8.12562], [-19.99591, -13.49622, 7.12175], [-22.41749, -12.86558, 6.68890], [-21.83727, -13.57425, 5.23045], [-23.53130, -10.47196, 4.40311], [-23.90396, -11.50086, 5.72412], [-23.63540, -12.24252, 4.18868], [-18.98874, -13.54516, 5.13586], [-18.32260, -12.37983, 5.90952], [-20.79389, -10.20009, -0.79323], [-20.84851, -10.03022, 0.70896], [-22.20943, -9.70789, 1.32313], [-22.64004, -8.44946, 0.86626], [-23.91708, -8.07722, 1.35337], [-20.27735, -11.16076, 1.46226], [-21.33968, -9.34500, -1.20301], [-21.45093, -11.01135, -1.12378], [-19.80141, -10.24907, -1.23354], [-20.27938, -9.12782, 0.95677], [-22.17870, -9.66164, 2.41624], [-22.91871, -10.47195, 0.97112], [-23.96523, -8.27406, 2.42995], [-24.75914, -8.64410, 0.94423], [-24.10147, -7.02589, 1.15425], [-20.82260, -12.00142, 1.28106], [-19.39642, -11.37816, 1.00097], [-18.70262, -7.37297, 1.46831], [-19.35280, -6.73071, 1.76582], [-18.29554, -7.70787, 2.29148]]
}

{
  "formula": "C25H46O3P2PbS",
  "method": "ωB97M-V/def2-TZVPD",
  "e_lumo_ha": [-0.2409, -0.3177],
  "de_lowest_kj_mol": 0.0,
  "mol_weight_g_mol": 695.86,
  "total_charge": 2,
  "e_tot_ev": -67457.0121,
  "gap_ev": [6.0, 4.0],
  "symbols": ["Pb", "C", "C", "C", "C", "C", "C", "H", "H", "H", "C", "H", "H", "H", "C", "H", "H", "H", "C", "H", "H", "H", "C", "H", "H", "H", "C", "C", "C", "C", "C", "C", "C", "C", "H", "H", "H", "H", "H", "H", "H", "H", "H", "H", "H", "H", "P", "P", "C", "C", "H", "H", "H", "H", "C", "H", "H", "H", "C", "H", "H", "H", "C", "H", "H", "H", "C", "H", "H", "H", "C", "S", "O", "O", "O", "H", "H", "H"],
  "positions_angstrom": [[2.68549, 0.57429, 1.43729], [1.10997, 1.32458, 4.48511], [-0.13807, 0.66920, 4.41703], [1.48410, -0.91868, 4.10876], [2.13177, 0.33967, 4.29012], [0.09371, -0.71489, 4.19188], [1.32231, 2.75910, 4.77858], [0.46403, 3.36020, 4.44465], [2.21976, 3.14148, 4.27222], [1.43586, 2.93284, 5.86335], [3.59919, 0.50646, 4.52177], [3.88906, 1.56538, 4.63271], [4.23645, 0.05054, 3.73156], [3.88957, -0.00357, 5.46280], [2.17529, -2.22042, 3.95540], [2.54549, -2.58388, 4.93170], [3.05461, -2.16030, 3.28882], [1.48826, -2.99343, 3.57251], [-0.94277, -1.77092, 4.12835], [-1.15666, -2.19197, 5.12351], [-0.62661, -2.60447, 3.49133], [-1.88935, -1.37721, 3.74115], [-1.46582, 1.29593, 4.61526], [-1.83431, 1.16207, 5.64908], [-2.21857, 0.85126, 3.94475], [-1.43277, 2.37795, 4.42367], [0.88554, 2.12262, -0.05656], [0.24152, 2.71501, 0.97012], [-1.22456, 2.84826, 1.14697], [-2.07623, 1.69452, 0.56948], [-1.61652, 0.33381, 0.97360], [-0.74408, -0.42927, 0.30346], [-0.11308, -0.08849, -1.01176], [0.29117, 1.37673, -1.23816], [-1.57440, 3.79052, 0.68962], [-2.16634, 1.79561, -0.51846], [-1.41876, 2.92198, 2.22805], [-0.56598, 1.93400, -1.64146], [1.92195, 2.47671, -0.26937], [0.84325, 3.28961, 1.69332], [1.06158, 1.36866, -2.02837], [0.76511, -0.74128, -1.14123], [-0.50169, -1.43282, 0.68126], [-0.79597, -0.35036, -1.84074], [-3.08703, 1.82178, 0.98059], [-2.08088, -0.06504, 1.88326], [-1.25797, -1.32747, -4.76532], [-2.08960, -4.27727, -4.97490], [-2.04656, -1.84005, -6.38701], [-1.93418, -3.35265, -6.59688], [-1.53409, -1.29544, -7.19241], [-3.09920, -1.51809, -6.36965], [-2.71497, -3.72308, -7.27621], [-0.95242, -3.61595, -7.01979], [-1.71190, -5.95561, -5.62656], [-1.95114, -6.68980, -4.84631], [-0.64058, -6.01449, -5.85864], [-2.30373, -6.16259, -6.52900], [-3.92944, -4.43734, -4.95981], [-4.29370, -4.80470, -5.92857], [-4.39315, -3.47122, -4.72690], [-4.19686, -5.15447, -4.17300], [0.15846, -0.36341, -5.44197], [0.64925, 0.17156, -4.61742], [-0.19232, 0.35363, -6.19727], [0.88041, -1.05653, -5.89488], [-2.38972, 0.06024, -4.33571], [-3.36221, -0.35464, -4.03520], [-2.52190, 0.72527, -5.20090], [-1.96604, 0.62292, -3.49072], [4.41788, 4.57120, 3.05918], [4.05482, 3.70243, 1.54210], [3.13808, 4.46598, 0.72281], [5.28588, 3.23070, 0.93590], [3.28249, 2.53632, 2.23450], [5.22645, 5.28850, 2.86500], [4.72425, 3.84727, 3.82668], [3.49913, 5.08500, 3.38190]]
}